Entry 1:
31
Properties=species:S:1:pos:R:3 method="wB97M-V/def2-TZVPD" e_homo_ev="-13.96 / -13.96" homo_lumo_gap_ev="11.234 / 6.379" e_tot_ev=-15660.4544 s2=0.755 total_charge=+1 multiplicity=2 e_lumo_ev="-2.73 / -7.58" de_lowest_kcal_mol=0.0
N -1.0092 0.7683 -2.1766
C 0.4577 0.9717 -2.1668
C 1.0593 1.0397 -0.7453
N 0.8596 -0.2417 -0.0368
C -0.3291 -0.2856 0.7606
C 0.1799 0.1054 2.2533
C 1.7106 -0.0732 2.1838
C 1.9813 -0.6620 0.8303
H -1.4106 0.5506 -3.0799
H -1.4234 1.6634 -1.9260
H 0.8499 0.1664 -2.7772
H 0.6862 1.9291 -2.6462
H 2.0961 1.3602 -0.8543
H 0.6047 1.8834 -0.2182
H -1.1632 0.3308 0.4900
H -0.6560 -1.3162 0.9446
H -0.0974 1.1383 2.4306
H -0.2821 -0.6290 2.8991
H 2.0413 -0.6619 3.0459
H 2.3284 0.7997 2.4209
H 2.9430 -0.4970 0.3531
H 1.8716 -1.7461 0.9561
H -3.2704 -0.2008 1.1076
H -3.1424 0.6008 2.3883
O -2.9547 -0.2806 2.0471
H -3.6438 -0.7558 -0.9974
H -2.5182 0.2389 -0.9185
O -3.4093 0.0728 -0.5542
H 1.4385 -1.4716 -1.8681
H 2.0992 -2.8046 -1.8104
O 2.1023 -1.9935 -2.3353


Entry 2:
14
Properties=species:S:1:pos:R:3 method="wB97M-V/def2-TZVPD" e_homo_ev="-13.40 / -12.36" homo_lumo_gap_ev="8.262 / 6.134" e_tot_ev=-13170.2525 total_charge=+1 e_lumo_ev="-5.13 / -6.23" de_lowest_kcal_mol=84.4
C 0.9065 -0.1282 2.1089
C -1.2170 1.8472 -0.4113
C 0.7424 -1.0461 -1.4662
O -0.0842 -0.3111 1.3649
Si -0.4801 -0.7568 -0.1288
H 0.8520 0.3390 3.0035
H 2.0522 -0.3472 1.7018
H -0.8376 1.8012 -1.3830
H -2.1925 1.4640 -0.2044
H -0.8088 2.0298 0.5530
H 0.0168 -0.8551 -2.3078
H 1.7956 -0.5831 -1.4575
H 1.0680 -2.1148 -1.6977
H -1.8133 -1.3388 0.3246


Entry 3:
40
Properties=species:S:1:pos:R:3 method="wB97M-V/def2-TZVPD" e_homo_ev=-9.49 homo_lumo_gap_ev=9.868 e_tot_ev=-22386.8828 total_charge=0 e_lumo_ev=0.38 de_lowest_kcal_mol=160.9
C 2.8657 -0.2506 -0.7090
C 1.7634 -0.9311 -1.6176
C 2.8259 1.2585 -0.8042
C 3.2729 1.8262 -2.2015
C 3.3467 1.9349 0.4255
C -0.1214 -0.7554 0.1468
C 0.3147 -1.4569 1.3909
C -1.6960 -1.0291 -0.2463
C -2.4335 -0.1620 0.8867
C -3.9105 -0.1443 0.5437
C -4.5992 0.1578 1.8784
H 4.4526 -1.7464 -1.4276
H 4.4613 -0.2070 -2.1453
H 2.6592 -0.8515 0.3596
H 1.7215 1.7492 -0.5838
H 3.1604 1.0471 -3.0957
H 4.3986 2.0014 -2.2178
H 2.7853 2.9209 -2.0881
H 2.4855 1.4005 1.1036
H 4.4592 1.8334 0.7958
H 3.1224 2.9465 0.2985
H -0.3119 -1.4004 -1.7207
H 0.1112 0.3715 -0.0916
H -1.9470 -2.0383 -0.2782
H -1.8936 -0.5085 -1.2060
H -2.1032 -0.4956 1.9588
H -2.2150 0.8511 0.7008
H -4.1263 0.5330 -0.2115
H -4.2909 -1.1194 0.0218
H -4.1655 -0.5657 2.6684
H -4.1467 1.1950 2.0124
H -6.3403 1.2145 2.5718
H -6.7731 -0.3768 1.9531
H 0.9370 -2.9013 0.2602
N 4.3441 -0.4721 -1.1572
N 0.5596 -1.3226 -1.0033
N -6.0334 0.4438 1.7799
O 1.9149 -1.2888 -2.7641
O 0.3802 -0.9493 2.5223
O 0.7653 -2.7124 1.2905


Entry 4:
57
Properties=species:S:1:pos:R:3 method="wB97M-V/def2-TZVPD" e_homo_ev=-9.45 homo_lumo_gap_ev=9.961 e_tot_ev=-30361.8436 smiles="CNC(=O)[C@H](CC(C)C)NC(C)=O.CCCC[C@@H](O)[C@@H](O)CO" total_charge=0 e_lumo_ev=0.51 de_lowest_kcal_mol=0.0
C -1.4456 -2.1800 -4.2711
N -0.3925 -1.4345 -3.5809
C -0.4526 -0.5230 -2.5984
O 0.5984 0.0325 -2.3068
C -1.7505 -0.1373 -1.8312
C -1.5135 -0.0492 -0.3051
C -2.6895 0.5058 0.5272
C -2.3596 0.4166 2.0179
C -2.9972 1.9689 0.2041
N -2.9287 -0.9843 -2.0716
C -4.0828 -0.5598 -2.5889
C -5.1937 -1.5791 -2.6807
O -4.2707 0.5820 -2.9829
H -1.8800 -2.9266 -3.6052
H -1.0202 -2.6928 -5.1354
H -2.2210 -1.4966 -4.6243
H 0.5444 -1.5518 -3.9367
H -1.9770 0.8703 -2.1810
H -1.2754 -1.0502 0.0517
H -0.6421 0.5813 -0.1184
H -3.5836 -0.0913 0.3481
H -2.1984 -0.6236 2.2979
H -1.4592 0.9932 2.2351
H -3.1902 0.8112 2.6031
H -3.3326 2.0619 -0.8286
H -3.7933 2.3312 0.8542
H -2.1056 2.5792 0.3508
H -2.8708 -1.9468 -1.7858
H -5.4022 -1.9773 -1.6897
H -4.8971 -2.3806 -3.3537
H -6.0861 -1.0887 -3.0683
C 0.5850 -2.7965 1.7873
C 1.8286 -2.1266 1.2089
C 2.1993 -0.8796 2.0159
C 3.5338 -0.3116 1.5249
C 3.8822 1.0136 2.2291
O 5.2535 0.9421 2.6417
C 3.6502 2.2181 1.2912
O 2.2472 2.4465 1.1025
C 4.2727 3.5044 1.8455
O 4.1619 4.5552 0.8747
H 0.7858 -3.1623 2.7989
H -0.2478 -2.0905 1.8338
H 0.2912 -3.6457 1.1632
H 1.6415 -1.8441 0.1672
H 2.6586 -2.8402 1.2225
H 1.4115 -0.1271 1.9030
H 2.2774 -1.1309 3.0785
H 3.4835 -0.1575 0.4417
H 4.3185 -1.0517 1.7113
H 3.2620 1.1410 3.1234
H 5.3927 0.1611 3.2033
H 4.1184 2.0062 0.3243
H 2.1431 3.2312 0.5327
H 3.7705 3.7841 2.7775
H 5.3322 3.3418 2.0675
H 4.6154 5.3586 1.1843


Entry 5:
58
Properties=species:S:1:pos:R:3 method="wB97M-V/def2-TZVPD" e_homo_ev=-1.92 homo_lumo_gap_ev=4.589 e_tot_ev=-59075.2871 total_charge=-1 e_lumo_ev=2.67 de_lowest_kcal_mol=0.0
Tl 0.6572 -0.9429 0.6376
Cl 0.1339 -2.6931 2.2937
N -2.2639 -0.7759 -0.1983
N 2.2181 1.1218 0.3809
C -2.3202 -1.9665 -0.7064
C 3.0682 0.8261 -0.5469
C -3.5712 -0.4583 0.4455
C -4.2923 -1.8117 0.3740
C -4.3439 0.5971 -0.3343
C -3.3697 -0.0136 1.8714
H -4.5940 0.2526 -1.3470
H -3.7829 1.5339 -0.3948
H -5.2862 0.8154 0.1817
H -2.8642 -0.8023 2.4483
H -4.3560 0.1766 2.3188
H -2.7894 0.9126 1.9238
C 2.6113 2.2861 1.1846
C 3.9846 2.6019 0.5856
C 2.7235 1.9273 2.6545
C 1.6190 3.4265 0.9987
H 1.5890 3.7485 -0.0516
H 1.9316 4.2847 1.6085
H 0.6247 3.1248 1.3313
H 3.5283 1.1923 2.8050
H 1.7813 1.5469 3.0495
H 3.0003 2.8440 3.1935
O 4.1691 1.6617 -0.5349
H 4.7880 2.4401 1.3003
H 4.0675 3.6015 0.1834
O -3.4661 -2.6549 -0.4825
H -5.2831 -1.7641 -0.0813
H -4.3699 -2.2707 1.3659
C -1.2557 -2.6773 -1.4970
C 3.0903 -0.2898 -1.5089
C 1.8319 -0.6218 -2.2783
H 3.2822 -1.1836 -0.8593
H 3.9834 -0.1781 -2.1676
C 0.8421 -1.3015 -1.5474
C -0.3004 -1.7891 -2.2588
H -0.1408 -0.8035 3.0665
C -0.4716 -1.5419 -3.6617
C 0.5004 -0.7737 -4.3630
C -1.7311 -2.0785 -4.3940
C 1.6550 -0.3314 -3.6755
H 0.3392 -0.4998 -5.4153
C 2.7499 0.4952 -4.4292
H 2.3877 0.7593 -5.4299
H 3.6741 -0.0946 -4.4867
H 2.9212 1.3889 -3.8241
H -1.7738 -3.1780 -4.3302
H -1.7453 -1.7529 -5.4532
H -2.5825 -1.6518 -3.8558
H -1.7093 -3.4906 -2.0668
H -0.6497 -3.1717 -0.6978
Cl 1.3559 -0.7659 4.9213
C -0.2171 -0.9839 4.2954
H -0.7946 -1.7134 4.8634
H -0.6791 -0.0445 3.9197


Entry 6:
14
Properties=species:S:1:pos:R:3 method="wB97M-V/def2-TZVPD" e_homo_ev=-24.53 homo_lumo_gap_ev=3.312 e_tot_ev=-57761.3691 total_charge=+6 e_lumo_ev=-21.22
Ba 1.4976 -1.9937 -5.1656
Pb 2.9588 -2.9581 1.2447
Pb 0.9029 2.7770 -0.3331
Pb -3.7374 -2.8493 -1.6136
Cl -0.0501 -0.8900 -1.1679
O -0.1225 0.5363 -1.5490
O 0.2916 -1.3897 -2.5449
O 1.0681 -1.2016 -0.2881
O -1.3304 -1.3079 -0.7799
Cl -0.3606 1.7792 2.5496
O 0.1789 3.1027 2.1581
O -1.7243 2.0635 2.9260
O -0.2474 1.0977 1.2343
O 0.6748 1.2340 3.3294


Entry 7:
94
Properties=species:S:1:pos:R:3 method="wB97M-V/def2-TZVPD" e_homo_ev=-13.14 homo_lumo_gap_ev=7.426 e_tot_ev=-70093.0472 total_charge=+2 e_lumo_ev=-5.72 de_lowest_kcal_mol=0.0
Sn 12.7348 -7.6751 12.5906
C 17.3752 -9.3626 12.7729
O 16.3329 -8.8350 11.9803
C 16.4094 -9.2492 10.6185
C 15.5466 -8.2398 9.8727
O 14.1558 -8.3207 10.2144
C 13.3566 -9.0059 9.2730
C 12.3569 -9.9609 9.9757
O 11.3365 -9.0992 10.5170
C 10.1924 -9.8282 11.0524
H 18.3977 -8.9969 12.4781
H 17.4125 -10.4413 12.7251
H 17.1790 -9.0124 13.7965
H 16.0392 -10.2743 10.3781
H 17.4785 -9.1076 10.2074
H 15.6661 -8.4234 8.7682
H 15.9207 -7.2421 10.1556
H 13.9985 -9.5371 8.5406
H 12.7871 -8.2269 8.6986
H 12.7901 -10.5351 10.7994
H 11.9680 -10.6881 9.2170
H 10.5435 -10.3417 11.9686
H 9.7728 -10.5094 10.3222
H 9.5020 -9.0282 11.3032
C 13.2487 -9.8765 18.4274
Si 13.1306 -8.3552 17.2788
C 14.7511 -7.5486 16.7175
C 12.1417 -7.0892 18.2079
C 11.1618 -7.4652 19.1691
C 10.7218 -6.4569 20.0426
C 11.1420 -5.1539 19.9424
C 11.9469 -4.7656 18.9101
C 12.3944 -5.7197 17.9994
H 13.4037 -9.4807 19.4528
H 14.0795 -10.5627 18.1691
H 12.2669 -10.4534 18.4329
H 15.3518 -7.0891 17.5334
H 14.5555 -6.8412 15.8727
H 15.3276 -8.4234 16.3080
H 10.8441 -8.5319 19.2977
H 9.9685 -6.7712 20.7482
H 10.8853 -4.4417 20.7348
H 12.1370 -3.7000 18.8406
H 13.0385 -5.3982 17.1594
C 13.5075 -10.1149 15.0168
C 12.4610 -9.1756 15.6217
C 11.1181 -9.7119 15.9266
C 10.1291 -8.8011 15.6958
C 10.8127 -7.6828 15.2290
C 10.1383 -6.3644 15.0377
N 12.1437 -7.9063 14.9925
H 13.7940 -10.8815 15.7692
H 14.4121 -9.5665 14.7412
H 13.1303 -10.5896 14.0988
H 10.9554 -10.7848 16.1740
H 9.0837 -8.9406 15.9800
H 9.2716 -6.4246 15.7138
H 9.7626 -6.2816 13.9690
H 10.7991 -5.4889 15.3334
C 14.4332 -2.5702 14.3689
C 14.9569 -3.6250 13.4137
C 16.4021 -3.9244 13.8036
C 14.9672 -3.2087 11.9766
N 14.1108 -4.7990 13.6896
N 14.4283 -6.0043 13.0041
H 14.8576 -1.5945 14.2291
H 14.6124 -2.8645 15.4076
H 13.3320 -2.5172 14.2885
H 16.8880 -2.9291 13.9884
H 16.9953 -4.4857 13.0294
H 16.4471 -4.4751 14.7420
H 15.6715 -2.4220 11.7809
H 13.9596 -2.8883 11.7114
H 15.3333 -3.9886 11.3415
H 13.1417 -4.5788 13.4791
H 15.2156 -6.4682 13.4683
H 14.7423 -5.8597 12.0331
C 8.1157 -3.9101 8.2480
C 8.3913 -4.9323 9.2630
C 7.5393 -5.9763 9.5710
C 7.8471 -6.8610 10.6149
N 9.0233 -6.7596 11.3044
C 9.8436 -5.8051 10.9483
S 11.3643 -5.4866 11.7932
N 9.5871 -4.9293 9.9089
C 6.8372 -7.8648 11.0007
H 7.0255 -3.7155 8.2980
H 8.3913 -4.1878 7.2344
H 8.6474 -3.0100 8.5842
H 6.6005 -6.0968 9.0997
H 10.3075 -4.2465 9.7380
H 5.8123 -7.5100 10.7502
H 6.8968 -8.1006 12.0642
H 7.0402 -8.7909 10.4751


Entry 8:
8
Properties=species:S:1:pos:R:3 method="wB97M-V/def2-TZVPD" e_homo_ev=-10.07 homo_lumo_gap_ev=10.972 e_tot_ev=-15675.5065 total_charge=0 e_lumo_ev=0.90 de_lowest_kcal_mol=56.6
C 0.0551 0.8784 0.6644
C 0.0246 -0.8048 -0.6453
F -0.8880 0.5240 1.5370
F -0.3521 1.8437 -0.1804
F 1.3500 -1.1375 -0.6506
F -0.6970 -1.6883 -0.0283
F -0.4369 -0.5197 -1.8053
H 0.9443 0.9042 1.1085